Computed, not measured: a structure of composition C14H32CeN4OP2S in a non-equilibrium geometry, with ωB97M-V with the def2-TZVPD basis set.

Each line ends with the Mulliken charge.
Geometry (Å):
Ce  0.4734  0.6559  -0.1222  -0.79
P  1.2058  -0.8559  -1.7605  0.09
P  -1.6615  1.3319  -0.9158  0.33
N  2.2317  0.4140  0.6716  0.21
N  0.2262  2.0780  1.1928  0.15
H  3.2896  1.1943  2.2804  0.45
H  1.1304  2.5710  3.0058  0.57
H  1.7985  0.2772  2.6741  0.24
C  2.2471  1.0101  1.9923  -0.55
H  2.0177  3.1231  1.5628  0.32
C  1.4173  2.2991  1.9814  -0.75
H  4.1857  -0.0229  0.4714  0.48
H  -0.9412  3.5582  1.9614  0.50
C  3.2158  -0.0666  0.0084  -0.47
C  -0.8968  2.7918  1.2068  -0.29
H  3.5089  -1.6656  -1.3815  0.62
C  3.0198  -0.6787  -1.3380  -0.56
H  3.4794  -0.0453  -2.1145  0.30
H  -1.5635  1.8174  -2.2025  0.10
H  -2.7254  0.4657  -0.9924  0.08
H  1.0641  -0.4805  -3.0617  0.06
H  1.0095  -2.2084  -1.7640  0.21
O  1.1901  1.6628  -1.6520  -0.40
C  1.8971  2.8470  -1.4475  1.30
C  3.0353  2.8838  -2.4721  -1.45
C  0.9491  4.0364  -1.6043  -1.25
H  2.3495  2.8879  -0.4334  -0.26
H  3.7641  2.0847  -2.2898  0.30
H  2.6234  2.7547  -3.4846  0.33
H  3.5664  3.8479  -2.4302  0.42
H  0.0996  3.9587  -0.9165  0.29
H  1.4745  4.9893  -1.4103  0.39
H  0.5554  4.0643  -2.6331  0.32
C  -1.9307  2.5676  0.3102  -0.52
H  -2.8561  3.1439  0.3585  0.51
C  -0.5523  -2.4357  2.8873  -0.82
N  -1.5220  -2.9511  1.8856  0.09
C  -2.0650  -4.2925  2.1570  -0.92
C  -1.7788  -2.2696  0.6997  0.35
S  -0.8923  -1.1231  0.3775  -0.21
N  -2.7325  -2.6421  -0.2429  0.28
C  -4.0793  -3.0991  0.1323  -1.17
C  -2.5364  -2.5222  -1.7079  -0.72
H  -0.4349  -3.1009  3.7633  0.41
H  -0.8999  -1.4556  3.2580  0.30
H  0.4446  -2.3235  2.4238  0.26
H  -3.1534  -4.2604  2.3424  0.30
H  -1.8419  -4.9561  1.3056  0.32
H  -1.6399  -4.7579  3.0625  0.37
H  -4.8485  -2.4928  -0.3726  0.37
H  -4.2178  -4.1615  -0.1524  0.35
H  -4.2556  -2.9444  1.2060  0.38
H  -3.2639  -1.8186  -2.1460  0.33
H  -1.5207  -2.1719  -1.9480  0.09
H  -2.6599  -3.5136  -2.1825  0.37

Cartesian forces (eV/Å) of the 2 atoms listed first:
Ce 0.6234 2.4855 1.8965
P 3.3486 -4.1688 -4.0030

## Properties
E_tot: -2401.87402 hartree
2S+1: 3
frontier orbital gap (spin up / spin down): 5.2 / 5.6 eV
LUMO level (spin up / spin down): -6.754 / -9.216 eV
total charge: +2
HOMO (spin up / spin down): -12.00 / -14.83 eV
energy relative to the best compared isomer or geometry (same formula, charge and spin): 790.2 kJ/mol